Below is a structure of composition C8H23B2FN3O11Tl2 in a non-equilibrium geometry, with properties calculated with ωB97M-V/def2-TZVPD.

```
50
C8H23B2FN3O11Tl2, DFT ωB97M-V/def2-TZVPD
B -2.196 -3.425 1.771
C 1.653 0.280 0.109
H -3.089 -2.835 1.903
F -1.248 3.184 -3.345
Tl -1.854 -1.209 3.810
H -0.207 -3.092 4.671
C 0.833 -0.818 0.817
C -2.164 -0.566 -1.064
C 2.500 -2.837 -3.433
O 0.287 -0.543 1.896
H -0.346 2.900 1.080
C 0.200 4.899 -1.321
O -0.852 1.774 3.275
H 0.337 4.291 1.816
H 0.188 -2.801 3.060
O -0.493 5.075 -2.395
O 0.821 -3.616 -2.172
H -2.768 -1.340 -0.591
O -0.691 3.828 3.940
O 0.155 5.508 -0.257
H 2.630 -2.530 -4.471
H 1.289 2.748 1.968
H 2.695 0.048 -0.107
H -2.310 -4.127 0.959
N 1.113 -2.801 -2.978
C -0.206 4.044 -3.303
C 1.018 3.351 -2.804
H 1.414 -3.657 4.061
H 1.532 1.319 0.419
H -1.948 -3.972 2.668
O 0.307 -1.998 -3.445
H 1.935 3.674 -3.297
H 2.965 -2.154 -2.723
O 0.651 -1.956 0.254
N -2.094 0.575 -0.144
H 3.057 -3.765 -3.306
H -0.151 -4.368 3.458
H -1.342 -2.793 1.583
N -0.477 2.914 3.166
C 0.302 3.205 1.902
B 0.365 -3.508 3.856
H -2.594 -0.052 -1.924
O 0.919 3.736 -1.508
H -1.148 -0.907 -1.259
H 1.362 0.455 -0.927
H 0.921 2.266 -2.847
Tl 0.776 -4.772 1.076
O -1.447 1.550 -0.502
O -2.656 0.442 0.917
H 0.056 4.377 -4.308
```

Output
Total charge: +2
HOMO-LUMO gap (spin up / spin down): 2.88 / 2.73 eV
Spin multiplicity: 2
Relative energy (zero: lowest compared OMol25 entry of this formula, charge and spin): 0.815 eV
⟨S²⟩: 1.761

Taken from the Löwdin analysis, the atomic charges in e are: -0.337 0.070 0.007 0.087 1.278 -0.037 -0.545 0.075 0.052 0.174 0.073 -0.506 -0.044 0.093 -0.024 0.206 0.013 0.105 0.136 0.150 0.116 0.102 0.109 0.111 -0.455 -0.303 -0.111 0.029 0.069 0.035 0.082 0.150 0.104 -0.020 -0.430 0.110 0.025 -0.056 -0.415 0.059 -0.321 0.127 0.032 0.080 0.092 0.139 1.215 0.076 0.045 0.176

Below is a structure of composition C8H23BF4N5O4Rb in a non-equilibrium geometry, with properties calculated with ωB97M-V/def2-TZVPD.

```
46
C8H23BF4N5O4Rb, DFT ωB97M-V/def2-TZVPD
Rb 18.152 18.682 -27.401
H 18.929 12.523 -31.093
H 14.534 17.104 -29.946
H 14.976 18.757 -30.178
C 18.268 16.108 -29.484
H 17.206 14.611 -30.522
F 16.060 19.226 -25.699
H 12.556 17.064 -31.706
H 13.856 15.902 -32.050
N 17.035 16.864 -29.436
N 18.811 20.927 -24.092
N 16.759 21.297 -28.129
H 19.130 16.724 -29.769
H 17.521 12.211 -29.984
F 14.492 17.711 -26.278
H 19.361 21.323 -24.833
C 13.518 16.937 -32.213
H 16.526 16.483 -31.473
C 17.221 22.547 -27.793
F 15.144 19.155 -27.898
H 16.104 20.758 -27.588
H 17.596 23.724 -26.220
H 18.805 14.890 -31.247
O 19.228 18.833 -24.877
H 17.533 18.145 -23.262
H 18.522 15.800 -28.461
B 14.914 19.059 -26.496
H 17.546 19.715 -22.407
F 13.868 19.924 -26.196
H 16.315 16.193 -29.163
C 15.069 17.771 -30.635
H 17.069 20.993 -29.032
N 17.677 19.137 -23.216
H 19.120 11.764 -29.465
H 17.127 18.093 -31.182
H 16.387 22.608 -25.902
H 13.307 16.961 -33.287
C 18.576 12.492 -30.062
C 18.273 14.792 -30.295
C 18.651 19.571 -24.085
O 14.499 17.881 -31.922
O 17.676 23.310 -28.620
O 18.764 13.767 -29.482
N 17.220 22.815 -26.434
H 18.400 21.564 -23.437
C 16.509 17.305 -30.740
```

Output
Total charge: 0
HOMO-LUMO gap: 9.65 eV
Spin multiplicity: 1

Taken from the Löwdin analysis, the atomic charges in e are: 1.070 0.089 0.133 0.117 -0.245 0.121 0.030 0.091 0.088 -0.139 0.164 0.114 0.114 0.092 0.071 0.099 -0.132 0.117 -0.659 0.044 0.042 0.097 0.128 -0.118 0.115 0.110 -1.278 0.100 0.133 0.119 -0.216 0.092 0.165 0.089 0.128 0.103 0.088 -0.097 -0.232 -0.685 -0.170 0.048 -0.188 0.142 0.099 -0.192

Below is a cluster of 3 separate species, C8H23BN3O2 in total, with properties calculated with ωB97M-V/def2-TZVPD.

```
37
C8H23BN3O2, DFT ωB97M-V/def2-TZVPD
C -0.616 -3.120 -1.806
H -0.880 0.836 3.069
H 3.102 1.954 2.734
H -1.874 -0.036 0.087
O -1.017 -2.084 0.308
C -2.260 3.318 -1.418
H 2.952 -2.730 -0.969
H 1.354 -1.446 0.368
C -2.669 0.632 -0.239
H 0.155 -0.394 2.317
H -3.145 3.469 -0.798
H -2.126 4.173 -2.072
H 2.905 -0.380 0.617
C -2.406 2.089 -2.290
H -1.669 -3.363 -1.704
O -2.363 2.165 -3.511
C -0.201 -2.335 -0.574
B 3.008 -0.140 1.828
H 4.215 -0.177 2.083
H 2.564 -1.213 -1.771
N -2.577 0.903 -1.663
H -2.597 1.559 0.322
H -0.463 -2.540 -2.718
N 1.077 -1.932 -0.487
H 2.441 -1.040 2.464
C 2.144 -2.160 -1.431
N 1.152 1.359 3.083
H -3.625 0.161 -0.003
H -0.039 -4.042 -1.897
H 2.088 1.905 1.321
H -0.154 1.128 1.487
H 1.383 0.832 3.918
H -2.625 0.117 -2.292
C 2.363 1.328 2.218
H -1.400 3.227 -0.753
C 0.023 0.683 2.470
H 1.780 -2.708 -2.297
```

Output
Total charge: -1
HOMO-LUMO gap: 6.85 eV
Spin multiplicity: 1

Taken from the Löwdin analysis, the atomic charges in e are: -0.022 0.063 0.057 0.052 -0.006 -0.014 0.086 0.078 -0.069 0.050 0.078 0.076 -0.022 -0.561 0.073 0.006 -0.551 -0.464 -0.022 0.079 0.019 0.070 0.076 0.028 -0.001 -0.094 -0.185 0.085 0.076 0.063 0.059 0.074 0.135 -0.328 0.084 -0.189 0.063

Below is a cluster of 3 separate species, C8H23N2O2S2 in total, with properties calculated with ωB97M-V/def2-TZVPD.

```
37
C8H23N2O2S2, DFT ωB97M-V/def2-TZVPD
C 0.116 0.969 -0.706
C -1.795 -0.545 -0.251
H 1.629 2.805 5.789
H 0.204 1.317 -1.738
H 2.622 3.283 2.145
H 2.702 4.069 5.138
O 0.232 2.324 3.246
H -1.673 -5.982 -3.273
H -2.939 1.067 0.451
C 2.125 3.177 4.895
C -0.836 -5.698 -2.637
N 1.345 1.312 -0.019
H 1.304 0.917 0.918
H 2.158 0.907 -0.472
H 2.764 2.403 4.470
H 0.201 -3.761 -4.385
N -2.245 0.904 -0.278
H 2.536 4.981 2.722
S 0.851 3.607 3.711
H -0.173 -1.001 -1.654
H -0.901 -6.221 -1.685
H 0.259 -1.093 0.012
H -1.582 -3.710 -4.575
C -0.329 -0.513 -0.696
O 0.314 -3.569 -1.555
C -0.733 -3.374 -3.980
S -0.927 -3.944 -2.288
H -2.445 -1.179 -0.848
H 0.116 -5.914 -3.120
C -1.002 1.681 0.051
H -2.669 1.164 -1.167
H 1.355 4.377 1.534
H -0.826 1.516 1.119
H -1.123 2.750 -0.095
C 1.963 4.113 2.397
H -1.891 -0.853 0.788
H -0.706 -2.286 -3.964
```

Output
Total charge: +1
HOMO-LUMO gap: 8.56 eV
Spin multiplicity: 1

Taken from the Löwdin analysis, the atomic charges in e are: -0.367 -0.081 0.054 0.149 0.053 0.060 -0.587 0.060 0.182 -0.263 -0.259 0.059 0.080 0.093 0.061 0.064 0.071 0.058 0.822 0.090 0.056 0.125 0.058 -0.109 -0.552 -0.264 0.779 0.124 0.065 -0.075 0.185 0.044 0.117 0.144 -0.272 0.138 0.039